Entry 1:
Molecular formula: C26H69N3O10
Method: DFT, ωB97M-V/def2-TZVPD

```
108
Properties=species:S:1:pos:R:3:forces:R:3
C -0.32019 -3.64204 -6.85054 -1.73 0.74 0.06
O -1.60198 -3.60067 -6.07242 1.86 -1.13 -1.30
C -1.44945 -3.20211 -4.74359 -0.68 1.00 0.27
C -2.88857 -3.17717 -4.09914 1.05 -1.28 0.46
N -3.86973 -2.19970 -4.58671 1.67 0.62 0.74
C -3.85935 -0.92018 -3.83301 -0.89 0.55 -0.79
C -2.66427 0.03100 -3.94578 0.63 -0.32 0.27
O -2.21517 0.21619 -5.29298 0.60 0.41 0.80
C -1.07245 1.09956 -5.35460 -0.58 0.12 0.37
H 0.57880 -4.04624 -6.38519 -0.38 -0.09 0.75
H -0.13438 -2.61508 -7.16509 0.24 0.08 0.06
H -0.48490 -4.22400 -7.75734 -0.37 -0.03 0.22
H -0.95865 -2.22886 -4.74681 -0.22 0.69 0.17
H -0.72465 -3.80744 -4.19922 -0.28 -0.74 0.27
H -2.81887 -3.22541 -3.01244 0.22 0.90 0.35
H -3.25546 -4.19691 -4.21582 -0.31 -0.07 -0.80
H -3.44540 -1.96624 -5.47302 -0.62 0.20 -0.80
H -4.13361 -1.06635 -2.78826 0.47 -0.34 0.22
H -4.71729 -0.33950 -4.17190 -0.16 -0.12 -0.43
H -1.88115 -0.31158 -3.26942 0.98 -0.81 -0.37
H -2.83999 0.97087 -3.42245 -0.85 0.61 -0.47
H -1.32258 2.12564 -5.08495 -0.52 0.16 0.10
H -0.64384 1.18130 -6.35346 -0.28 -0.63 -0.02
H -0.30606 0.82451 -4.62997 0.18 -0.51 -0.12
C 1.73946 0.94328 4.26494 0.74 0.31 -0.28
O 2.02015 2.16875 3.59462 -1.64 -0.03 0.48
C 2.46778 2.10749 2.25828 3.01 0.64 1.18
C 2.34238 3.50729 1.62006 -1.62 -0.28 -1.69
N 2.98141 3.63981 0.24022 -0.24 -1.90 1.94
C 4.44317 3.50413 0.36001 -0.21 0.90 -2.01
C 5.08457 3.78331 -1.02245 0.72 -1.03 0.47
O 5.15797 2.61359 -1.83911 -0.66 0.11 0.70
C 5.01434 2.90782 -3.20988 0.20 0.32 0.63
H 1.16016 0.27331 3.62961 -0.53 -0.03 0.01
H 1.27963 1.16201 5.22869 -0.43 0.17 -0.37
H 2.62717 0.37338 4.53935 0.54 0.10 -0.25
H 2.13210 1.24922 1.67623 -0.66 0.15 -0.19
H 3.53006 1.94265 2.43847 0.50 -0.46 -0.76
H 2.57765 4.33331 2.29121 0.49 -0.33 0.24
H 1.26050 3.54349 1.49226 -0.23 0.67 -0.33
H 2.70889 4.45050 -0.29701 -0.07 0.32 0.53
H 4.68997 2.49301 0.68379 0.17 0.24 0.10
H 4.83710 4.28956 1.00501 0.17 -0.23 0.52
H 6.12608 4.07711 -0.89184 0.05 0.41 0.26
H 4.57427 4.60207 -1.52972 -0.27 0.07 -0.08
H 5.60706 3.78925 -3.45457 0.42 -0.11 -0.36
H 3.98406 3.21565 -3.38835 -0.30 -0.40 -0.48
H 5.35781 2.01407 -3.73079 -0.33 0.30 -0.33
C -1.41714 -4.55395 0.38206 0.54 0.04 0.84
O -1.44468 -3.40534 1.25107 0.54 0.98 -0.12
C -0.17910 -2.80639 1.54229 -1.19 -1.25 0.40
C 0.30489 -1.79885 0.51411 0.89 0.30 0.36
N -0.23996 -0.44763 0.68306 -1.39 -1.91 -1.51
C -1.63945 -0.27372 0.29021 -0.69 2.66 2.42
C -2.25132 1.14500 0.82871 0.09 -0.98 -1.14
O -2.96986 1.02544 2.03465 1.10 -0.65 0.07
C -2.26990 0.43723 3.15333 -0.32 0.55 -0.10
H -0.90517 -4.44427 -0.57396 -0.37 0.78 -0.37
H -2.46436 -4.84109 0.28729 0.32 -0.16 -0.20
H -0.79968 -5.32373 0.84496 -0.37 -0.36 0.40
H 0.51565 -3.62003 1.75062 0.61 0.03 -0.74
H -0.17979 -2.31150 2.51347 -0.73 0.19 0.10
H 0.06705 -2.09938 -0.50629 -0.23 -0.14 -0.14
H 1.39156 -1.79110 0.59876 0.03 0.51 -0.08
H 0.38243 0.32570 0.49681 0.57 0.98 -0.10
H -2.28171 -0.98174 0.81397 0.32 -0.75 -0.56
H -1.73769 -0.29302 -0.79518 0.19 -0.22 -0.16
H -3.00362 1.49855 0.12362 -0.02 -0.37 -0.23
H -1.50827 1.94151 0.78934 0.46 -0.05 0.61
H -1.21373 0.69391 3.23529 0.19 0.29 -0.46
H -2.35949 -0.64883 3.12993 -0.18 -0.01 0.12
H -2.73350 0.87768 4.03604 -0.14 -0.41 0.04
C 5.35977 -3.04770 1.46421 0.05 0.79 -0.22
C 4.02834 -2.83492 2.20872 1.04 0.19 -0.27
O 3.93039 -3.74774 3.27714 -0.18 -0.12 0.03
H 6.22696 -2.74668 2.05197 -0.20 -0.43 0.66
H 5.47715 -2.32308 0.65846 -0.55 -0.01 -0.38
H 5.55721 -4.03186 1.03930 -0.40 -0.07 0.26
H 3.14206 -2.88988 1.57659 -0.01 -0.43 -0.56
H 4.00393 -1.81164 2.58342 0.23 0.31 0.18
H 3.09069 -3.56554 3.70527 0.02 -0.21 0.32
C 0.49499 3.50949 -2.30919 -0.48 -0.38 1.09
C 1.01207 2.05601 -2.14951 -0.16 0.33 -1.59
O 1.19292 1.62251 -0.79689 -0.77 -0.24 -1.00
H -0.49768 3.48536 -2.75877 0.11 0.29 -0.18
H 1.12933 4.25401 -2.79024 0.17 -0.50 -0.38
H 0.35523 3.90747 -1.30411 -0.20 0.05 0.18
H 1.92026 1.96523 -2.74536 0.53 -0.13 0.45
H 0.34694 1.38701 -2.69553 -0.33 -0.18 0.58
H 1.85361 2.27074 -0.54215 1.12 0.53 1.26
C -3.64475 -3.18118 4.01102 -0.01 0.61 -0.30
C -4.95435 -3.43010 4.73728 1.00 -0.52 0.76
O -4.74248 -4.04473 6.04254 -0.99 0.91 -0.31
H -3.05918 -4.08221 3.82838 0.03 0.08 0.03
H -3.06584 -2.41062 4.52015 0.28 -0.43 0.73
H -3.78787 -2.64267 3.07421 -0.46 -0.51 -0.50
H -5.66129 -4.03645 4.17099 0.17 -0.17 -0.10
H -5.41662 -2.45255 4.87442 -0.18 -0.13 0.47
H -3.94941 -4.56757 6.18139 0.15 0.14 -0.79
C -1.06850 4.13858 3.83499 -1.17 1.29 0.12
C -2.61241 4.19718 3.72084 1.09 -0.68 -0.43
O -3.06908 3.74019 2.46955 -0.21 0.74 -1.24
H -0.77320 4.39947 4.85128 0.08 -0.84 0.33
H -0.75879 5.06596 3.35318 0.67 -0.55 -0.90
H -0.68441 3.20085 3.43346 0.40 0.29 0.18
H -2.84941 5.25940 3.66076 -0.55 -0.17 0.91
H -3.03343 3.60962 4.53669 -0.51 0.45 0.16
H -3.23066 2.80991 2.29615 0.18 -0.22 1.03
```
Forces are in eV/Å.

- Total charge: +1
- LUMO level (spin up / spin down): -0.083 / -0.262 hartree
- Expectation value of S²: 0.75
- 2S+1: 2
- HOMO level (spin up / spin down): -11.2 / -11.2 eV

Löwdin population analysis, charges in e, atoms 1 to 5: -0.04, -0.19, -0.25, -0.19, -0.02


Entry 2:
Molecular formula: C26H70Br2Cl2N27O16
Method: DFT, ωB97M-V/def2-TZVPD

```
143
Properties=species:S:1:pos:R:3:forces:R:3
C 5.38144 3.38940 2.50063 0.77 -0.93 -0.07
C 4.32270 2.95218 1.53251 0.56 0.79 0.09
O 3.67957 3.73238 0.88046 -0.41 -0.34 -0.07
O 4.14835 1.60677 1.45329 -0.34 0.00 0.73
C 2.79165 1.19043 1.30642 -0.28 0.10 -0.69
C 2.46457 -0.06290 2.14166 0.84 -0.33 -0.38
C 1.49785 -1.01516 1.40340 -0.56 -0.23 0.54
C 0.14282 -0.58540 0.79008 -0.23 0.11 -0.56
C -0.20485 0.87733 0.49504 -0.21 0.20 -0.33
Cl -1.26306 -1.35322 1.66830 0.19 0.05 0.19
C 3.81125 -0.84126 2.29441 0.53 -0.12 -0.24
N 4.34290 -1.14216 0.99165 0.08 -0.20 0.28
O 3.62208 -2.05803 3.00255 -0.63 0.09 -0.01
C 3.19731 -1.96195 4.31670 0.08 -0.22 -0.23
Br 4.74421 -1.38565 5.43715 -0.06 0.11 -0.03
C 2.85946 -3.40017 4.73178 0.73 -0.03 -0.01
C 2.62134 -3.63217 6.20642 0.10 0.07 -0.05
N 3.39335 -4.27872 6.96481 -0.19 0.11 0.07
C 2.03136 -0.94737 4.54353 0.08 -0.11 0.57
Cl 0.45496 -1.74508 4.57626 0.04 -0.04 -0.31
N 2.01141 0.26886 3.58980 -0.03 0.03 0.25
Br 3.22847 1.57305 4.38433 -0.05 0.02 -0.03
C 0.69323 0.99736 3.65259 -0.13 0.63 -0.26
C 0.36264 1.52485 5.05847 -0.29 0.29 0.29
O -0.26412 0.91282 5.88157 0.10 -0.16 -0.35
H 5.87783 2.51271 2.92751 -0.11 0.13 0.05
H 6.16671 3.94173 1.97775 -0.30 0.22 0.05
H 4.94254 3.99076 3.30051 -0.09 0.13 -0.26
H 2.14151 2.03617 1.52142 0.05 -0.13 0.09
H 2.61462 0.92456 0.26133 0.05 -0.04 0.13
H 1.30488 -1.85976 2.07023 -0.03 0.07 -0.14
H 2.08067 -1.45414 0.58993 0.12 0.37 0.06
H 0.06169 -1.08323 -0.17840 0.11 -0.03 0.17
H 0.29255 1.64548 1.07818 0.04 -0.20 0.19
H -0.02513 1.08270 -0.56361 0.09 -0.01 0.15
H -1.28105 1.01497 0.61755 0.13 -0.01 -0.04
H 4.55146 -0.24419 2.83101 -0.26 0.14 0.07
H 5.34480 -0.98398 0.97462 -0.11 0.10 -0.07
H 4.19872 -2.12432 0.77762 -0.09 0.08 -0.04
H 3.76542 -3.95599 4.46591 -0.13 0.02 -0.01
H 2.07285 -3.79612 4.09009 -0.11 0.13 0.21
H 1.73231 -3.18377 6.66040 0.02 -0.07 -0.06
H 4.19247 -4.65149 6.44943 -0.02 -0.02 0.01
H 2.15638 -0.52789 5.54202 -0.10 0.06 -0.17
H -0.12212 0.41263 3.22955 0.20 -0.30 0.18
H 0.82573 1.89871 3.04742 0.06 -0.16 0.00
H 0.69025 2.55812 5.27358 0.09 -0.04 -0.13
C -2.71029 0.57419 -2.41940 -0.12 -0.13 -0.02
O -1.49846 0.42521 -2.22061 0.18 -0.07 0.03
N -3.62342 -0.32628 -1.99234 0.00 -0.02 0.30
N -3.20546 1.65143 -3.07464 0.05 0.20 -0.11
H -4.60508 -0.21978 -2.17310 0.01 -0.01 -0.13
H -3.29266 -1.16572 -1.54296 0.01 -0.12 -0.18
H -2.54296 2.31928 -3.42311 0.00 0.01 0.06
H -4.19182 1.81223 -3.22890 -0.09 -0.05 -0.13
C -7.14907 1.73832 -4.37755 -0.31 0.16 0.02
O -5.98483 2.04415 -4.13162 0.29 -0.15 0.13
N -8.17792 2.55726 -4.00018 0.03 0.00 0.04
N -7.50579 0.60636 -5.02260 0.11 -0.11 0.01
H -9.14148 2.35305 -4.18403 0.01 0.00 -0.02
H -7.94071 3.40805 -3.52627 0.01 0.01 -0.03
H -6.78119 -0.04322 -5.30622 0.16 0.02 0.07
H -8.46293 0.38896 -5.22281 -0.02 0.06 0.01
C 2.36123 2.83031 8.06998 0.33 -0.12 0.08
O 2.11795 3.74782 7.28958 -0.03 0.07 -0.21
N 1.62660 1.68083 8.03413 0.15 0.10 -0.11
N 3.37426 2.88700 8.96952 -0.12 0.13 -0.02
H 1.80030 0.88083 8.61303 -0.04 0.04 0.07
H 0.89207 1.66902 7.34970 -0.19 -0.22 0.38
H 3.95204 3.71229 8.97397 0.12 -0.06 -0.07
H 3.58929 2.14175 9.60435 -0.02 -0.01 -0.01
C 5.35706 6.07645 7.55352 -0.15 0.09 0.02
O 5.92241 4.99715 7.67979 0.01 -0.09 0.08
N 6.00369 7.26328 7.75460 0.06 -0.03 -0.01
N 4.04130 6.15678 7.21736 0.13 -0.12 0.04
H 5.56068 8.15672 7.65930 -0.02 -0.01 -0.02
H 6.97294 7.22158 8.00793 -0.01 -0.01 0.00
H 3.56132 5.28138 7.07346 -0.30 0.04 -0.06
H 3.53640 7.01711 7.12568 0.05 0.02 -0.02
C 1.24517 4.96518 3.35196 -0.08 0.03 -0.05
O 2.34630 5.07290 3.86178 0.07 -0.12 0.05
N 0.10638 5.42216 3.95161 0.03 -0.13 0.07
N 1.07349 4.35090 2.13569 -0.06 -0.44 0.31
H -0.80557 5.34746 3.54251 0.01 0.08 -0.06
H 0.20720 5.87174 4.84308 0.01 0.00 0.03
H 1.91793 4.03670 1.68313 -0.05 0.37 -0.29
H 0.18047 4.22031 1.69752 0.00 0.20 -0.09
C -2.37403 -4.33321 -1.17904 0.13 -0.06 0.06
O -2.66685 -3.22710 -1.62171 0.03 -0.01 0.02
N -2.85265 -5.48416 -1.71957 -0.07 0.03 -0.06
N -1.51751 -4.46659 -0.12543 -0.03 0.22 -0.07
H -2.62162 -6.39571 -1.37271 0.01 0.01 0.01
H -3.47079 -5.40122 -2.50633 -0.01 0.01 0.02
H -1.16066 -3.60053 0.24029 -0.02 -0.13 0.18
H -1.22414 -5.33907 0.27052 -0.02 -0.03 -0.05
C 8.24806 3.19091 -0.58017 -0.03 -0.08 0.03
O 8.08074 2.03116 -0.23802 -0.01 0.03 0.05
N 7.19116 4.04157 -0.76127 -0.06 0.04 0.10
N 9.48364 3.72442 -0.79763 0.02 -0.01 0.02
H 7.27540 5.00235 -1.03418 0.03 -0.02 -0.03
H 6.27910 3.65256 -0.61157 -0.04 0.06 -0.12
H 10.27334 3.11942 -0.66997 -0.01 0.00 -0.01
H 9.63588 4.67414 -1.07860 -0.02 -0.01 -0.02
C 0.68822 -2.37502 -4.20482 0.03 -0.02 -0.06
O 1.40843 -2.73526 -5.12243 -0.03 -0.04 0.00
N 0.64250 -1.08053 -3.77473 0.13 0.05 0.24
N -0.13089 -3.24060 -3.53183 0.06 0.00 0.18
H 0.02070 -0.74379 -3.05616 -0.25 0.08 -0.16
H 1.23633 -0.42779 -4.25086 -0.02 -0.03 -0.04
H -0.13016 -4.19733 -3.83050 0.02 0.02 -0.05
H -0.73000 -2.96317 -2.77245 -0.17 0.07 -0.15
C -4.28288 -1.25150 -6.26317 0.16 0.24 0.01
O -5.37159 -1.27398 -5.68183 -0.30 -0.14 -0.16
N -3.40276 -0.24189 -6.06173 0.00 -0.04 0.02
N -3.91304 -2.22637 -7.12813 0.01 -0.11 0.14
H -2.51230 -0.18985 -6.51982 0.00 -0.02 0.01
H -3.67212 0.48337 -5.41886 0.01 0.01 0.01
H -4.56350 -2.97162 -7.29272 -0.02 0.04 -0.05
H -3.03617 -2.22873 -7.61360 -0.01 0.06 -0.02
C -7.23263 -0.86739 -9.32087 -0.20 -0.07 0.00
O -6.07583 -0.71666 -9.69896 0.11 -0.15 -0.08
N -8.28153 -0.80969 -10.18110 0.05 0.25 0.01
N -7.53721 -1.11925 -8.01236 0.15 0.02 0.01
H -9.23343 -0.97023 -9.91346 0.02 -0.07 0.02
H -8.07795 -0.65249 -11.15435 -0.12 -0.22 -0.07
H -6.77324 -1.16895 -7.35672 0.00 -0.04 0.07
H -8.47377 -1.25429 -7.68390 -0.02 -0.02 -0.08
C 0.49935 -6.45952 5.20981 0.06 -0.11 0.09
O 1.56506 -5.94109 4.90845 -0.21 -0.01 -0.13
N 0.28644 -7.79937 5.09182 -0.02 -0.01 -0.08
N -0.55516 -5.73589 5.69267 -0.02 0.03 -0.11
H -0.57422 -8.24840 5.34114 0.01 0.01 0.04
H 1.04668 -8.35712 4.74933 0.01 0.00 0.03
H -0.42632 -4.74849 5.80443 0.01 -0.01 0.05
H -1.43287 -6.14388 5.95342 0.02 -0.01 0.03
C -7.10898 -2.80072 -13.17655 0.29 0.06 0.18
O -8.15130 -2.19341 -12.98719 -0.11 0.10 -0.03
N -6.02897 -2.66574 -12.35010 -0.17 0.00 -0.01
N -6.94714 -3.65573 -14.23086 -0.06 -0.03 -0.02
H -5.16501 -3.15206 -12.49361 0.00 0.01 -0.04
H -6.10832 -2.03440 -11.56632 0.12 0.04 0.05
H -7.72507 -3.76867 -14.85317 0.00 0.01 0.01
H -6.10125 -4.16234 -14.40719 0.01 0.02 0.02
```
Forces are in eV/Å.

- Total charge: +1
- LUMO level: -0.161 hartree
- Relative energy (zero: lowest compared OMol25 entry of this formula, charge and spin): 0.000 eV
- 2S+1: 1
- HOMO level: -10.7 eV

Löwdin population analysis, charges in e, atoms 1 to 5: 0.01, -0.54, 0.11, -0.05, -0.12


Number 1: DFT total energy -53010.36897 eV. Number 2: DFT total energy -266226.08241 eV.